Molecular formula: C24H26ClCrN5O7Se2
Method: DFT, ωB97M-V/def2-TZVPD

Results
- Net charge: -2
- Energy: -8038.27556 a.u.
- Multiplicity: 5
- Gap between HOMO and LUMO (alpha / beta): 3.730 / 4.089 eV
- HOMO (alpha / beta): 0.00736 / -0.00594 Eh
- LUMO level (alpha / beta): 3.93 / 3.93 eV

Cartesian coordinates (Å):
1 Cr -1.45 -0.75 -1.86
2 C 2.82 0.42 -2.85
3 N 1.86 1.48 -3.16
4 C 2.19 2.41 -4.23
5 C 0.57 1.15 -2.94
6 O 0.28 0.07 -2.45
7 C -0.49 2.20 -3.27
8 O -1.80 1.73 -3.07
9 C -2.56 2.39 -2.09
10 C -2.11 2.00 -0.69
11 O -1.36 1.05 -0.53
12 N -2.56 2.72 0.35
13 C -2.10 2.40 1.70
14 C -3.51 3.80 0.21
15 H 3.82 0.82 -3.01
16 H 2.65 -0.46 -3.46
17 H 2.72 0.15 -1.80
18 H 3.27 2.57 -4.22
19 H 1.72 3.38 -4.09
20 H 1.91 2.03 -5.22
21 H -0.39 2.48 -4.32
22 H -0.27 3.08 -2.65
23 H -3.59 2.06 -2.23
24 H -2.50 3.47 -2.23
25 H -1.24 1.73 1.66
26 H -2.91 1.93 2.27
27 H -1.79 3.32 2.20
28 H -4.14 3.66 -0.67
29 H -3.02 4.78 0.14
30 H -4.16 3.81 1.08
31 O -5.57 -2.44 1.99
32 C -4.54 -3.20 2.30
33 O -4.62 -4.07 3.14
34 C -3.26 -2.92 1.58
35 C -2.05 -3.54 1.80
36 Cl -1.73 -4.95 2.72
37 N -1.13 -2.96 1.01
38 N -1.67 -1.97 0.28
39 C -2.95 -1.94 0.59
40 C -3.86 -1.02 -0.22
41 O -4.95 -0.70 0.30
42 O -3.43 -0.67 -1.33
43 C 0.30 -3.14 0.95
44 C 0.93 -2.93 -0.26
45 C 2.30 -3.09 -0.34
46 C 3.05 -3.44 0.78
47 C 2.40 -3.64 1.99
48 C 1.02 -3.48 2.08
49 H -5.34 -1.75 1.28
50 H 0.35 -2.72 -1.16
51 H 2.79 -2.93 -1.30
52 H 4.12 -3.55 0.71
53 H 2.96 -3.88 2.88
54 H 0.54 -3.59 3.04
55 Se 1.60 1.32 0.88
56 C 3.08 1.03 2.02
57 C 3.23 -0.16 2.76
58 C 4.32 -0.34 3.60
59 N 5.30 0.56 3.79
60 C 5.16 1.69 3.08
61 C 4.11 1.96 2.22
62 H 2.49 -0.95 2.65
63 H 4.42 -1.27 4.15
64 H 5.95 2.43 3.22
65 H 4.08 2.91 1.69
66 Se -1.28 -2.52 -3.44

***

Molecular formula: C24H26ClIInO12
Method: DFT, ωB97M-V/def2-TZVPD

Results
- Net charge: -1
- Energy: -2780.96999 a.u.
- Multiplicity: 1
- Gap between HOMO and LUMO: 4.668 eV
- HOMO: -0.16754 Eh
- LUMO level: 0.11 eV

Cartesian coordinates (Å):
1 Cl -0.93 3.69 -3.49
2 C -1.79 2.26 -2.72
3 C -0.91 1.77 -1.53
4 C -1.10 2.74 -0.30
5 In -0.32 1.82 1.64
6 C 0.17 -0.35 1.25
7 C 1.69 -0.68 1.14
8 C 2.50 0.31 0.27
9 I 2.48 -0.19 -1.86
10 H -2.74 2.67 -2.34
11 H -1.92 1.50 -3.49
12 H -1.13 0.73 -1.25
13 H 0.13 1.91 -1.83
14 H -0.47 3.62 -0.55
15 H -2.16 3.04 -0.20
16 H -1.69 1.96 2.83
17 H 1.08 2.79 2.19
18 H -0.40 -0.76 0.40
19 H -0.21 -0.91 2.13
20 H 1.78 -1.66 0.63
21 H 2.17 -0.83 2.12
22 H 3.56 0.20 0.55
23 H 2.25 1.37 0.42
24 C -0.53 -5.32 1.91
25 C -1.51 -6.16 2.26
26 C -2.28 -5.98 3.53
27 O -3.17 -6.77 3.79
28 C -1.91 -4.88 4.41
29 C -0.93 -4.04 4.06
30 C -0.18 -4.20 2.78
31 O 0.69 -3.40 2.51
32 O -0.56 -3.02 4.85
33 O -1.87 -7.20 1.49
34 H 0.02 -5.43 0.99
35 H -2.46 -4.77 5.34
36 H 0.15 -2.56 4.37
37 H -2.59 -7.64 1.96
38 C 7.48 0.16 2.58
39 C 6.69 -0.44 1.68
40 C 5.89 -1.66 2.03
41 O 5.18 -2.16 1.19
42 C 6.01 -2.19 3.39
43 C 6.80 -1.59 4.28
44 C 7.58 -0.36 3.94
45 O 8.27 0.16 4.79
46 O 6.94 -2.05 5.54
47 O 6.57 0.01 0.43
48 H 8.06 1.04 2.33
49 H 5.44 -3.08 3.63
50 H 7.56 -1.44 5.97
51 H 5.94 -0.60 -0.01
52 C -6.69 4.39 -6.85
53 C -5.80 3.42 -7.05
54 C -4.72 3.14 -6.06
55 O -3.94 2.23 -6.28
56 C -4.64 3.98 -4.86
57 C -5.54 4.95 -4.67
58 C -6.64 5.21 -5.65
59 O -7.44 6.10 -5.41
60 O -5.50 5.74 -3.58
61 O -5.82 2.65 -8.15
62 H -7.48 4.60 -7.56
63 H -3.85 3.77 -4.16
64 H -6.25 6.35 -3.68
65 H -5.07 2.03 -8.04

***

Molecular formula: C24H26HgN4S4Sb3Se
Method: DFT, ωB97M-V/def2-TZVPD

Results
- Net charge: -2
- Energy: -6017.54350 a.u.
- Multiplicity: 2
- Gap between HOMO and LUMO (alpha / beta): 2.759 / 2.719 eV
- HOMO (alpha / beta): -0.01045 / -0.00901 Eh
- LUMO level (alpha / beta): 2.47 / 2.47 eV

Cartesian coordinates (Å):
1 Hg -2.18 -2.10 -1.37
2 S -1.14 -6.35 -7.23
3 Sb 0.13 -4.90 -5.95
4 S -0.30 -5.70 -2.24
5 S -1.21 -4.65 -3.62
6 S 2.26 -5.80 -5.83
7 C -1.71 3.40 0.14
8 Sb -2.14 1.27 0.35
9 C -4.23 1.63 -0.19
10 C -2.65 1.47 2.50
11 C -1.44 1.62 3.33
12 C -0.99 2.92 3.59
13 C 0.15 3.16 4.32
14 C 0.89 2.09 4.80
15 C 0.45 0.81 4.57
16 C -0.71 0.54 3.84
17 C -1.08 -0.87 3.64
18 Sb -0.28 -1.68 1.73
19 C -0.49 -3.70 2.50
20 C 1.78 -1.57 2.41
21 H -2.49 4.01 0.59
22 H -1.63 3.63 -0.92
23 H -0.76 3.64 0.61
24 H -4.58 2.56 0.24
25 H -4.84 0.81 0.17
26 H -4.32 1.67 -1.27
27 H -3.22 0.57 2.73
28 H -3.30 2.33 2.60
29 H -1.56 3.75 3.20
30 H 0.47 4.18 4.51
31 H 1.80 2.26 5.37
32 H 1.01 -0.03 4.97
33 H -2.16 -1.01 3.58
34 H -0.69 -1.49 4.44
35 H 0.06 -3.83 3.43
36 H -0.11 -4.39 1.76
37 H -1.54 -3.92 2.67
38 H 1.89 -2.01 3.40
39 H 2.10 -0.54 2.43
40 H 2.39 -2.12 1.70
41 Se 4.97 2.70 -3.22
42 N 4.71 1.09 -2.47
43 C 3.40 0.84 -2.48
44 C 2.82 -0.37 -1.98
45 C 3.59 -1.45 -1.53
46 C 2.95 -2.60 -1.13
47 C 1.55 -2.62 -1.12
48 N 0.81 -1.61 -1.50
49 C 1.40 -0.51 -1.98
50 C 0.57 0.52 -2.54
51 N -0.76 0.35 -2.55
52 C -1.52 1.23 -3.14
53 C -1.04 2.38 -3.78
54 C 0.32 2.62 -3.73
55 C 1.16 1.69 -3.11
56 C 2.57 1.87 -3.03
57 N 3.21 2.95 -3.48
58 H 4.66 -1.36 -1.55
59 H 3.51 -3.47 -0.82
60 H 1.02 -3.51 -0.80
61 H -2.58 1.01 -3.13
62 H -1.72 3.05 -4.28
63 H 0.75 3.51 -4.18

***

Molecular formula: C24H26KN5O3S
Method: DFT, ωB97M-V/def2-TZVPD

Results
- Energy: -2427.83057 a.u.
- Multiplicity: 1
- Gap between HOMO and LUMO: 6.933 eV
- HOMO: -0.25681 Eh
- LUMO level: -0.06 eV

Cartesian coordinates (Å):
1 K -0.46 0.15 -0.32
2 C 0.55 5.13 -0.06
3 C -0.06 3.76 -0.25
4 N 0.60 2.67 -0.14
5 N 1.93 2.77 0.15
6 C 2.53 1.59 0.28
7 O 2.03 0.43 0.21
8 C 4.00 1.69 0.57
9 C 4.66 0.58 1.10
10 C 6.02 0.63 1.37
11 C 6.74 1.78 1.09
12 C 6.09 2.89 0.56
13 C 4.73 2.84 0.31
14 C -1.51 3.67 -0.56
15 C -2.29 4.83 -0.64
16 C -3.63 4.73 -0.93
17 C -4.19 3.48 -1.15
18 C -3.34 2.38 -1.07
19 N -2.05 2.46 -0.78
20 H 1.61 5.02 0.13
21 H 0.09 5.65 0.78
22 H 0.40 5.75 -0.95
23 H 4.08 -0.31 1.31
24 H 6.52 -0.24 1.79
25 H 7.80 1.82 1.30
26 H 6.65 3.79 0.35
27 H 4.21 3.70 -0.10
28 H -1.84 5.79 -0.46
29 H -4.24 5.63 -0.99
30 H -5.23 3.35 -1.39
31 H -3.74 1.39 -1.24
32 O 0.27 -2.48 -0.99
33 S 1.46 -2.65 -0.08
34 C 2.92 -2.28 -1.07
35 C 3.06 -3.45 -2.02
36 C 2.96 -4.69 -1.13
37 C 1.83 -4.44 -0.12
38 H 3.76 -2.20 -0.37
39 H 2.75 -1.30 -1.51
40 H 4.00 -3.41 -2.57
41 H 2.25 -3.43 -2.75
42 H 3.90 -4.83 -0.60
43 H 2.77 -5.60 -1.71
44 H 2.07 -4.78 0.89
45 H 0.88 -4.87 -0.42
46 N -6.43 -4.67 1.26
47 C -6.51 -3.31 1.21
48 O -7.55 -2.70 1.35
49 C -5.21 -2.58 0.97
50 C -4.12 -3.15 0.32
51 C -2.98 -2.39 0.14
52 N -2.87 -1.13 0.55
53 C -3.93 -0.58 1.16
54 C -5.11 -1.26 1.38
55 H -7.27 -5.16 1.51
56 H -5.55 -5.13 1.38
57 H -4.15 -4.16 -0.06
58 H -2.11 -2.80 -0.36
59 H -3.82 0.45 1.48
60 H -5.95 -0.79 1.87

***

Molecular formula: C24H26MgN4Si
Method: DFT, ωB97M-V/def2-TZVPD

Results
- Energy: -1638.63198 a.u.
- Multiplicity: 1
- Gap between HOMO and LUMO: 6.667 eV
- HOMO: -0.25668 Eh
- LUMO level: -0.32 eV

Cartesian coordinates (Å):
1 C -0.33 -1.38 -0.68
2 C 0.77 -1.79 0.13
3 C 0.25 -2.33 1.34
4 H 1.83 -1.75 -0.14
5 C -1.18 -2.31 1.25
6 C -1.53 -1.71 0.00
7 H -2.55 -1.66 -0.40
8 H -0.26 -1.04 -1.72
9 H 0.82 -2.78 2.16
10 H -1.86 -2.79 1.96
11 Mg -0.66 0.17 1.54
12 C 0.87 1.24 1.34
13 H 0.79 1.21 0.22
14 H 1.00 2.29 1.61
15 H 1.85 0.71 1.40
16 Si 3.51 1.27 -1.03
17 C 3.45 3.26 -1.19
18 C 4.40 3.80 -2.09
19 H 5.07 3.09 -2.58
20 C 4.52 5.18 -2.35
21 H 5.29 5.52 -3.05
22 C 3.67 6.11 -1.75
23 H 3.80 7.18 -1.94
24 C 2.76 5.59 -0.82
25 H 2.11 6.30 -0.33
26 C 2.62 4.20 -0.57
27 H 1.89 3.88 0.19
28 C 4.71 0.98 0.45
29 C 6.04 1.43 0.25
30 H 6.27 2.12 -0.57
31 C 7.08 0.85 1.01
32 H 8.10 1.11 0.77
33 C 6.76 -0.05 2.04
34 H 7.56 -0.50 2.62
35 C 5.42 -0.35 2.34
36 H 5.17 -1.00 3.18
37 C 4.38 0.18 1.55
38 H 3.33 -0.08 1.81
39 H 3.12 0.35 -2.20
40 H 4.72 1.24 -1.82
41 N -4.87 -0.06 1.68
42 C -4.95 -1.00 2.73
43 C -3.66 -1.12 3.22
44 N -2.84 -0.25 2.52
45 C -3.59 0.40 1.61
46 C -3.19 1.41 0.63
47 N -1.90 1.72 0.50
48 C -1.82 2.75 -0.41
49 C -3.07 3.06 -0.86
50 N -3.94 2.20 -0.21
51 H -5.59 0.25 1.05
52 H -5.84 -1.51 2.98
53 H -3.22 -1.76 4.00
54 H -0.84 3.16 -0.58
55 H -3.40 3.84 -1.53
56 H -4.96 2.17 -0.36

***

Molecular formula: C24H26N2RuS2Te
Method: DFT, ωB97M-V/def2-TZVPD

Results
- Net charge: +1
- Energy: -2198.74866 a.u.
- Multiplicity: 2
- Gap between HOMO and LUMO (alpha / beta): 6.599 / 6.457 eV
- HOMO (alpha / beta): -0.38552 / -0.38261 Eh
- LUMO level (alpha / beta): -3.89 / -3.95 eV

Cartesian coordinates (Å):
1 Ru 0.62 -0.23 0.56
2 C -1.29 2.17 0.13
3 N -1.30 0.94 0.96
4 C -1.28 1.33 2.40
5 C 0.13 1.36 2.94
6 N 0.78 0.06 2.69
7 C 0.07 -1.07 3.36
8 C 2.18 0.02 3.13
9 C 2.56 0.49 4.38
10 C 3.89 0.39 4.77
11 C 4.82 -0.19 3.92
12 C 4.43 -0.68 2.68
13 C 3.10 -0.57 2.28
14 S 2.62 -1.21 0.68
15 C -2.51 0.16 0.67
16 C -3.78 0.71 0.85
17 C -4.90 -0.06 0.59
18 C -4.75 -1.37 0.14
19 C -3.49 -1.91 -0.04
20 C -2.36 -1.14 0.23
21 S -0.75 -1.83 0.02
22 H -2.12 2.84 0.41
23 H -1.40 1.90 -0.91
24 H -0.36 2.71 0.28
25 H -1.88 0.61 2.96
26 H -1.75 2.31 2.54
27 H 0.10 1.60 4.00
28 H 0.73 2.13 2.44
29 H -0.03 -0.86 4.43
30 H 0.66 -1.97 3.21
31 H -0.91 -1.23 2.92
32 H 1.84 0.94 5.05
33 H 4.19 0.77 5.74
34 H 5.86 -0.27 4.22
35 H 5.15 -1.13 2.01
36 H -3.89 1.72 1.20
37 H -5.88 0.36 0.72
38 H -5.62 -1.98 -0.06
39 H -3.37 -2.93 -0.38
40 C 1.60 -1.14 -2.91
41 Te 1.36 0.66 -1.78
42 C -0.33 0.90 -3.06
43 C 0.12 0.26 -4.35
44 C -0.39 0.64 -5.58
45 C 0.04 -0.01 -6.73
46 C 0.97 -1.03 -6.66
47 C 1.49 -1.41 -5.43
48 C 1.07 -0.77 -4.27
49 H 1.00 -1.89 -2.40
50 H 2.64 -1.44 -2.91
51 H -0.58 1.95 -3.17
52 H -1.16 0.37 -2.60
53 H -1.11 1.44 -5.64
54 H -0.36 0.30 -7.69
55 H 1.31 -1.52 -7.56
56 H 2.23 -2.20 -5.37

***

Molecular formula: C24H26N3O8S2Ti
Method: DFT, ωB97M-V/def2-TZVPD

Results
- Energy: -3342.40897 a.u.
- Multiplicity: 2
- Gap between HOMO and LUMO (alpha / beta): 7.517 / 8.401 eV
- HOMO (alpha / beta): -0.29436 / -0.32613 Eh
- LUMO level (alpha / beta): -0.49 / -0.47 eV

Cartesian coordinates (Å):
1 Ti 0.64 0.49 0.43
2 O 1.03 3.76 -1.79
3 C 0.61 2.85 -1.12
4 O 1.01 1.62 -1.09
5 C -0.62 3.04 -0.21
6 C -1.40 4.21 -0.30
7 C -2.55 4.25 0.42
8 C -2.92 3.15 1.23
9 C -4.12 3.13 1.99
10 C -4.43 2.06 2.77
11 C -3.54 0.95 2.84
12 C -2.39 0.94 2.12
13 C -2.06 2.03 1.28
14 N -0.90 2.02 0.54
15 H -1.06 5.01 -0.94
16 H -3.20 5.11 0.39
17 H -4.77 3.99 1.94
18 H -5.34 2.05 3.35
19 H -3.78 0.12 3.48
20 H -1.72 0.09 2.20
21 N -1.01 -0.65 -0.51
22 C -1.65 -1.58 -0.27
23 N -2.37 -2.62 0.06
24 C -1.95 -3.47 1.19
25 C -1.98 -4.92 0.75
26 C -3.35 -5.28 0.16
27 C -3.70 -4.36 -1.01
28 C -3.66 -2.90 -0.58
29 H -2.66 -3.30 2.01
30 H -0.97 -3.14 1.51
31 H -1.74 -5.56 1.60
32 H -1.21 -5.08 -0.01
33 H -4.11 -5.18 0.94
34 H -3.36 -6.32 -0.16
35 H -4.69 -4.59 -1.40
36 H -2.98 -4.51 -1.82
37 H -4.45 -2.70 0.15
38 H -3.79 -2.22 -1.42
39 C 5.49 2.71 -4.85
40 C 4.90 1.91 -3.72
41 C 3.90 0.97 -3.95
42 C 3.35 0.25 -2.90
43 C 3.81 0.46 -1.62
44 C 4.82 1.39 -1.36
45 C 5.35 2.10 -2.42
46 S 3.12 -0.42 -0.27
47 O 4.10 -1.34 0.21
48 O 1.83 -1.00 -0.72
49 O 2.71 0.60 0.75
50 H 5.03 2.44 -5.81
51 H 6.56 2.55 -4.94
52 H 5.33 3.78 -4.69
53 H 3.54 0.82 -4.95
54 H 2.54 -0.45 -3.07
55 H 5.17 1.56 -0.35
56 H 6.13 2.84 -2.22
57 C 2.55 -0.59 3.56
58 S 0.89 -0.36 3.05
59 O 0.65 -1.18 1.83
60 O 0.05 -0.69 4.17
61 O 0.74 1.03 2.53
62 H 2.55 -1.48 4.19
63 H 2.83 0.29 4.14
64 H 3.21 -0.71 2.70

***

Molecular formula: C24H26N4O4
Method: DFT, ωB97M-V/def2-TZVPD

Results
- Energy: -1450.18640 a.u.
- Multiplicity: 1
- Gap between HOMO and LUMO: 8.024 eV
- HOMO: -0.30271 Eh
- LUMO level: -0.21 eV

Cartesian coordinates (Å):
1 C -7.31 -2.80 -0.84
2 H -7.87 -1.87 -0.91
3 O -6.36 -2.76 0.20
4 C -5.39 -1.81 0.17
5 C -5.23 -0.87 -0.85
6 C -4.21 0.06 -0.78
7 C -3.34 0.07 0.30
8 C -3.49 -0.88 1.31
9 C -4.50 -1.81 1.24
10 H -4.63 -2.54 2.02
11 H -2.81 -0.87 2.14
12 N -2.28 1.01 0.39
13 N -1.18 0.53 0.96
14 C -0.14 1.26 1.19
15 C -0.10 2.65 0.82
16 C 1.01 3.49 1.00
17 C 0.95 4.81 0.60
18 C -0.21 5.32 0.01
19 C -1.30 4.51 -0.18
20 C -1.26 3.17 0.22
21 C -2.44 2.34 0.00
22 O -3.49 2.74 -0.46
23 H -2.21 4.88 -0.63
24 H -0.24 6.36 -0.29
25 H 1.81 5.45 0.74
26 H 1.90 3.09 1.46
27 C 0.99 0.56 1.87
28 O 1.91 1.13 2.43
29 N 0.91 -0.78 1.78
30 C 1.84 -1.69 2.41
31 C 2.59 -2.53 1.36
32 O 2.29 -3.70 1.20
33 N 3.55 -1.92 0.64
34 C 3.95 -0.54 0.69
35 H 3.51 -0.02 1.53
36 C 3.57 0.16 -0.62
37 H 3.89 1.21 -0.57
38 C 4.22 -0.54 -1.81
39 C 3.81 0.11 -3.12
40 H 2.73 0.05 -3.26
41 H 4.29 -0.39 -3.96
42 H 4.10 1.16 -3.14
43 C 3.83 -2.02 -1.78
44 C 4.19 -2.65 -0.44
45 H 3.86 -3.69 -0.38
46 H 5.28 -2.62 -0.29
47 H 4.34 -2.56 -2.58
48 H 2.75 -2.12 -1.94
49 H 5.31 -0.47 -1.71
50 H 2.48 0.15 -0.73
51 H 5.04 -0.50 0.81
52 H 2.53 -1.10 3.02
53 H 1.30 -2.39 3.04
54 H 0.09 -1.17 1.33
55 H -4.10 0.78 -1.58
56 H -5.90 -0.85 -1.69
57 H -7.98 -3.62 -0.59
58 H -6.83 -3.01 -1.80